Entry 1:
{"formula": "C11H16F9N4O6RuS3", "method": "wB97M-V/def2-TZVPD", "charge": 0, "orbital_gap_ev": [7.161, 7.318], "e_tot_ev": -89455.665, "de_lowest_kj_mol": 194.9, "multiplicity": 2, "species": ["Ru", "C", "N", "C", "C", "C", "N", "C", "C", "H", "H", "H", "H", "H", "H", "H", "H", "H", "H", "H", "H", "H", "H", "H", "H", "F", "C", "F", "F", "S", "O", "O", "N", "S", "O", "O", "C", "F", "F", "F", "S", "C", "N", "F", "C", "F", "F", "C", "O", "O"], "xyz": [[0.22978, -0.02003, -0.24322], [-2.18591, 0.28526, 1.38375], [-1.77036, -0.51535, 0.20189], [-1.94207, -1.96032, 0.50664], [-2.58095, -0.10318, -0.95314], [-2.05707, -0.73235, -2.19194], [-0.67924, -0.29478, -2.42585], [0.04235, -1.32669, -3.20399], [-0.65109, 0.93393, -3.24652], [-3.25559, 0.13616, 1.55145], [-1.98598, 1.33440, 1.19733], [-1.64383, -0.04173, 2.25810], [-3.00037, -2.16370, 0.69164], [-1.36504, -2.21216, 1.38147], [-1.59075, -2.57087, -0.31951], [-2.52932, 0.97985, -1.01405], [-3.62612, -0.38537, -0.79597], [-2.70276, -0.47589, -3.03795], [-2.05607, -1.81701, -2.11240], [-0.42378, -1.41283, -4.19082], [0.00565, -2.28231, -2.69954], [1.08253, -1.03686, -3.31768], [-1.01866, 0.69337, -4.24747], [0.36903, 1.29618, -3.32755], [-1.28173, 1.70193, -2.81615], [1.24250, -3.52303, 3.61027], [1.86275, -2.36106, 3.78764], [2.97633, -2.33165, 3.06726], [2.15772, -2.20274, 5.07098], [0.73201, -1.02901, 3.24942], [0.47519, -1.30163, 1.82834], [-0.42405, -1.09538, 4.09269], [1.66410, 0.20691, 3.50758], [1.59861, 1.47521, 2.60005], [1.69851, 2.69437, 3.32388], [0.50510, 1.37407, 1.61057], [3.16177, 1.35249, 1.64939], [4.17188, 1.17075, 2.48635], [3.10516, 0.30866, 0.81413], [3.35199, 2.46161, 0.95290], [2.17663, -4.01176, 0.19048], [1.58463, -2.64036, -0.32234], [1.09129, -1.66326, -0.80679], [0.69962, 4.73325, -0.56330], [0.56096, 3.89352, -1.59235], [1.60719, 4.03294, -2.40485], [-0.54539, 4.23731, -2.27354], [0.43031, 2.44794, -1.08366], [-0.68092, 2.07758, -0.63727], [1.41345, 1.68366, -1.18633]], "forces_ev_per_angstrom": [[-2.492, 1.627, -2.156], [-0.313, -0.097, -0.110], [0.675, -0.424, 0.798], [-0.370, 0.042, -0.137], [-0.427, 0.120, 0.207], [-0.173, -0.205, -0.448], [1.119, -0.068, 0.500], [-0.107, 0.044, -0.261], [-0.179, -0.001, -0.114], [-0.031, -0.023, -0.023], [0.003, 0.055, -0.033], [0.033, -0.069, 0.095], [-0.029, 0.019, -0.036], [0.024, -0.002, 0.109], [0.036, 0.010, 0.001], [-0.050, 0.045, -0.034], [-0.005, -0.053, 0.125], [0.095, 0.016, -0.084], [-0.042, -0.012, 0.002], [-0.012, 0.014, 0.010], [-0.025, -0.042, 0.007], [0.011, 0.030, -0.004], [-0.021, 0.001, 0.001], [0.017, -0.034, -0.029], [-0.054, 0.016, 0.000], [0.069, -0.043, 0.054], [0.086, -0.037, -0.049], [-0.031, -0.056, 0.079], [0.022, -0.088, -0.007], [-0.393, 0.085, -0.450], [0.515, 0.058, 0.718], [0.170, -0.022, 0.003], [-0.110, -0.028, 0.044], [-0.593, 0.046, -0.086], [-0.034, -0.070, -0.050], [0.876, 0.011, 0.237], [0.038, -0.125, -0.148], [0.087, 0.059, 0.017], [0.018, 0.005, 0.017], [0.051, 0.058, -0.057], [0.101, -0.096, 0.031], [-0.359, 0.353, -0.449], [0.919, -0.716, 1.091], [-0.008, -0.008, -0.073], [-0.006, 0.066, 0.068], [-0.064, 0.031, 0.040], [0.089, 0.016, 0.038], [0.133, -0.300, 0.026], [0.515, -0.107, 0.427], [0.226, -0.100, 0.093]]}

***

Entry 2:
{"formula": "C4H7NO", "method": "wB97M-V/def2-TZVPD", "charge": 0, "orbital_gap_ev": [7.619, 7.654], "e_tot_ev": -7795.513, "de_lowest_kj_mol": 398.6, "species": ["C", "C", "C", "C", "N", "O", "H", "H", "H", "H", "H", "H", "H"], "xyz": [[-0.77691, -0.86580, -2.32268], [0.55646, 0.63787, -0.64402], [-0.55994, -0.03912, 1.53136], [0.74628, 0.43113, 0.88885], [0.33329, -0.41664, -1.38854], [-0.72232, -0.84794, -3.49589], [0.11916, 1.57405, -0.84509], [-1.24445, 0.79655, 1.16472], [-0.62717, -0.16557, 2.58107], [-0.85348, -0.95090, 0.92756], [1.58849, -0.24932, 1.00434], [0.96542, 1.32190, 1.47093], [0.47517, -1.22621, -0.87261]], "forces_ev_per_angstrom": [[-2.149, -0.572, -1.123], [-0.970, -1.198, 2.232], [-1.162, 0.208, -3.994], [0.635, -0.199, -0.061], [1.637, 2.956, 0.044], [0.423, 0.311, 0.298], [-0.071, 1.069, -1.198], [0.132, -1.220, 0.952], [0.278, -0.151, 0.861], [-0.231, 0.709, 1.222], [0.011, -0.224, 0.325], [0.630, 0.494, -0.706], [0.836, -2.181, 1.148]]}

***

Entry 3:
{"formula": "C6H18O3S3", "method": "wB97M-V/def2-TZVPD", "charge": 0, "orbital_gap_ev": 9.443, "e_tot_ev": -45158.064, "de_lowest_kj_mol": 106.4, "species": ["C", "S", "O", "C", "H", "H", "H", "H", "H", "H", "C", "S", "O", "C", "H", "H", "H", "H", "H", "H", "C", "S", "O", "C", "H", "H", "H", "H", "H", "H"], "xyz": [[0.00340, 0.13527, -2.10295], [-1.00000, -1.20551, -2.97248], [-1.34378, -0.67691, -4.41024], [0.29580, -2.45488, -3.24482], [-0.58932, 0.93945, -1.66696], [0.75889, 0.50109, -2.79830], [0.53233, -0.39815, -1.31315], [0.97706, -2.19327, -4.05449], [-0.15866, -3.39134, -3.56821], [0.82526, -2.81241, -2.36168], [6.23871, -0.87574, 3.89051], [7.75926, 0.04558, 3.92994], [7.42267, 1.36972, 4.60492], [8.71659, -1.04476, 5.02457], [5.86107, -0.66692, 2.88958], [5.59159, -0.46781, 4.66699], [6.50120, -1.93313, 3.92423], [8.27735, -1.34780, 5.97501], [9.74285, -0.68242, 5.08463], [8.85390, -2.04913, 4.62395], [-6.83319, 1.18909, -0.61447], [-7.27941, 2.88427, -1.22651], [-6.07904, 3.46056, -2.03901], [-8.56439, 2.38559, -2.45889], [-6.41068, 0.61077, -1.43612], [-7.74397, 0.66337, -0.32778], [-5.99420, 1.26475, 0.07723], [-9.26233, 3.14471, -2.81206], [-9.06981, 1.56999, -1.94174], [-8.02913, 2.03595, -3.34169]], "forces_ev_per_angstrom": [[0.329, -1.325, -0.479], [-0.205, 1.716, -2.481], [0.789, -1.099, 3.067], [0.214, -0.678, -0.086], [-0.276, -0.285, -0.376], [-0.237, 0.122, -0.127], [-0.064, 0.042, 0.191], [0.012, 0.491, 0.216], [-0.690, 0.283, -0.241], [0.121, 0.730, 0.311], [0.253, -0.039, -0.648], [0.394, 1.450, 0.660], [0.544, -1.706, -0.492], [0.272, -0.845, 0.202], [-0.430, 0.010, 0.186], [0.006, -0.404, 0.024], [-0.412, -0.015, 0.335], [-0.134, 1.040, 0.369], [-0.259, 0.429, 0.406], [-0.232, 0.079, -1.042], [0.199, 0.233, -1.561], [1.759, 1.125, -1.533], [-2.249, -1.386, 1.601], [0.782, -0.611, 0.318], [-0.086, 0.154, -0.405], [0.219, 0.227, 0.678], [-0.624, 0.225, 0.491], [0.246, 0.304, 0.664], [-0.348, -0.003, -0.386], [0.104, -0.263, 0.137]]}

***

Entry 4:
{"formula": "C31H24Br2FIMnN3O3", "method": "wB97M-V/def2-TZVPD", "charge": -1, "orbital_gap_ev": [6.014, 6.589], "e_tot_ev": -225377.371, "de_lowest_kj_mol": 0.0, "multiplicity": 6, "species": ["Mn", "C", "C", "N", "C", "C", "C", "O", "C", "C", "N", "C", "C", "C", "C", "C", "C", "I", "C", "O", "H", "H", "H", "H", "H", "H", "H", "H", "H", "H", "H", "H", "C", "C", "C", "C", "C", "C", "Br", "C", "C", "Br", "C", "O", "C", "N", "H", "H", "H", "H", "H", "H", "F", "C", "C", "C", "C", "C", "C", "C", "H", "H", "H", "H", "H", "H"], "xyz": [[0.26275, -0.14151, 0.53625], [-0.43711, 4.06719, -1.05982], [0.79170, 3.38652, -1.58009], [1.31370, 3.78489, -2.70829], [2.38699, 3.12480, -3.20163], [2.99321, 2.08352, -2.55550], [4.10886, 1.33847, -3.23046], [3.78715, -0.03583, -3.43188], [2.46386, 1.63762, -1.31454], [3.12516, 0.57594, -0.59892], [2.58947, -0.06213, 0.38416], [3.31912, -1.05309, 1.06014], [4.19186, -1.92268, 0.40710], [4.86465, -2.89997, 1.12230], [4.66477, -3.02337, 2.49030], [3.77785, -2.18120, 3.14354], [3.09774, -1.20096, 2.43692], [1.71152, 0.00552, 3.39874], [1.30066, 2.26961, -0.80026], [0.67848, 1.94511, 0.26774], [-0.71599, 4.88284, -1.72332], [-0.27627, 4.43906, -0.04625], [-1.25685, 3.34729, -0.99022], [2.74863, 3.46491, -4.16582], [5.03203, 1.33814, -2.64273], [4.33351, 1.82791, -4.18528], [2.83528, -0.09448, -3.58465], [4.14833, 0.35324, -0.90543], [4.30912, -1.85301, -0.66656], [5.53245, -3.57655, 0.60498], [5.18323, -3.79067, 3.05006], [3.60096, -2.29417, 4.20499], [-2.30359, 0.83886, 2.61235], [-2.78162, 0.89347, 1.19444], [-4.08962, 1.30814, 0.86275], [-4.46421, 1.36422, -0.44949], [-3.55227, 1.00046, -1.46490], [-3.81874, 1.04652, -2.85662], [-5.50847, 1.63350, -3.49518], [-2.85363, 0.68050, -3.75332], [-1.60233, 0.23331, -3.31971], [-0.30946, -0.24740, -4.62084], [-1.25171, 0.12367, -1.97444], [-0.13692, -0.31188, -1.54613], [-2.28063, 0.56516, -1.04601], [-1.93019, 0.53506, 0.26210], [-3.07944, 1.14975, 3.31012], [-1.43819, 1.49533, 2.73050], [-2.00274, -0.18290, 2.85907], [-4.77710, 1.57491, 1.65325], [-5.45897, 1.68573, -0.72832], [-3.04775, 0.73031, -4.81602], [-5.00687, -2.63027, 3.65786], [-3.78714, -2.58906, 3.04212], [-3.72798, -2.50163, 1.66310], [-2.49035, -2.45373, 1.04834], [-1.28559, -2.47858, 1.77775], [0.01196, -2.30148, 1.13057], [-1.40960, -2.59807, 3.17350], [-2.64187, -2.64944, 3.80777], [-4.64214, -2.46565, 1.08462], [-2.44208, -2.37153, -0.03197], [0.04256, -2.73449, 0.12571], [0.82559, -2.70876, 1.73375], [-0.50770, -2.64082, 3.77379], [-2.71800, -2.73618, 4.88390]], "forces_ev_per_angstrom": [[-0.034, -0.213, -0.372], [-0.013, -0.027, -0.008], [0.018, -0.091, 0.147], [-0.064, 0.020, 0.017], [0.086, -0.006, 0.016], [-0.092, 0.000, 0.069], [0.057, 0.016, -0.025], [0.003, -0.062, -0.052], [-0.073, 0.010, 0.065], [-0.241, 0.118, 0.121], [-0.062, -0.044, -0.223], [-0.213, 0.252, 0.031], [0.026, -0.097, 0.194], [-0.038, 0.048, 0.032], [0.071, -0.063, -0.042], [-0.109, 0.092, 0.085], [0.362, -0.355, -0.356], [0.062, 0.163, 0.285], [-0.005, 0.157, -0.256], [0.063, -0.173, 0.122], [0.009, -0.002, -0.006], [0.017, 0.014, 0.006], [-0.023, 0.020, -0.014], [0.020, -0.034, -0.014], [-0.033, 0.060, 0.019], [-0.012, -0.031, 0.030], [-0.034, -0.014, -0.005], [0.030, -0.081, 0.076], [-0.024, 0.055, -0.020], [0.008, -0.014, 0.009], [-0.004, -0.008, 0.010], [0.012, -0.003, 0.003], [-0.011, -0.023, -0.001], [-0.027, 0.024, -0.057], [0.081, -0.028, -0.118], [-0.011, -0.006, 0.066], [-0.111, 0.052, -0.092], [0.169, -0.057, 0.045], [-0.045, 0.010, -0.030], [-0.104, 0.037, -0.029], [0.041, -0.011, -0.044], [0.020, -0.005, 0.019], [-0.054, 0.060, -0.025], [0.241, -0.057, 0.041], [0.054, -0.004, 0.069], [0.016, -0.007, 0.159], [-0.014, 0.013, 0.007], [0.018, -0.001, 0.011], [0.007, 0.081, 0.004], [-0.028, 0.019, 0.007], [-0.003, 0.007, 0.016], [-0.031, 0.013, 0.005], [-0.009, -0.003, 0.000], [0.008, 0.004, -0.018], [-0.056, -0.005, 0.141], [0.083, -0.026, -0.021], [-0.042, 0.010, -0.001], [0.101, 0.277, -0.082], [0.072, -0.049, -0.006], [-0.132, -0.034, -0.032], [-0.027, -0.002, 0.005], [0.010, 0.006, -0.011], [-0.027, -0.023, 0.034], [0.033, 0.017, -0.032], [0.014, 0.005, 0.001], [-0.011, 0.001, 0.023]]}